{
  "formula": "C24H33F16LiN3O12P2",
  "method": "ωB97M-V/def2-TZVPD",
  "species": ["P", "P", "F", "F", "F", "F", "F", "F", "F", "F", "F", "F", "F", "F", "F", "F", "F", "F", "O", "O", "O", "O", "O", "O", "O", "O", "O", "O", "O", "O", "N", "N", "N", "C", "C", "C", "C", "C", "C", "C", "C", "C", "C", "C", "C", "C", "C", "C", "C", "C", "C", "C", "C", "C", "C", "C", "C", "Li", "H", "H", "H", "H", "H", "H", "H", "H", "H", "H", "H", "H", "H", "H", "H", "H", "H", "H", "H", "H", "H", "H", "H", "H", "H", "H", "H", "H", "H", "H", "H", "H", "H"],
  "positions_angstrom": [[1.243, -2.834, 4.907], [-0.616, -0.520, 0.338], [0.271, -3.081, 6.159], [0.361, -1.498, 4.535], [2.170, -2.513, 3.627], [-0.464, 0.960, 0.928], [3.525, -2.441, -2.890], [2.220, -1.961, 5.836], [0.193, -3.636, 3.936], [-2.008, 2.499, -1.623], [-0.799, -2.052, -0.183], [-1.160, -0.016, -1.058], [-0.124, -1.202, 1.765], [-2.137, -0.617, 0.966], [2.050, -4.181, 5.205], [0.678, 3.088, -3.089], [4.136, 0.276, 1.590], [0.923, -0.461, -0.109], [-5.688, 1.489, -2.034], [4.433, 1.866, 3.134], [4.305, 3.580, -1.697], [-3.829, 2.385, -2.944], [0.715, -0.724, -3.676], [-4.750, 3.341, -1.150], [4.060, 4.077, 2.838], [2.449, 2.555, 2.409], [2.304, 4.006, -0.800], [2.549, 2.232, -2.127], [1.645, -2.714, -4.069], [-0.582, -2.430, -4.331], [-3.089, -5.295, -4.044], [5.052, -4.776, -0.388], [0.498, 5.102, 2.702], [2.719, -1.848, -3.848], [3.171, 3.290, -1.539], [-1.253, 3.211, 3.149], [-2.844, 3.234, -2.430], [1.062, 3.319, -0.798], [0.483, -1.994, -4.080], [3.730, 0.702, 2.838], [1.258, -4.822, -0.114], [-3.207, 4.490, 2.082], [3.680, 2.962, 2.795], [1.142, 2.375, -2.004], [3.162, -3.155, 0.409], [-3.712, -2.663, -1.892], [-2.317, 3.249, 2.053], [2.065, -0.598, -3.263], [-0.257, 4.265, 2.922], [4.238, -4.037, -0.051], [-2.887, -4.629, -3.132], [-2.654, -3.778, -1.962], [-3.667, 4.173, -1.560], [2.283, 1.186, 2.755], [-4.844, 2.313, -2.032], [1.972, -3.973, 0.935], [-3.436, -1.613, -2.972], [-1.152, -1.741, 3.277], [-4.683, -3.138, -2.054], [2.805, -2.564, -0.435], [-3.668, -1.981, -3.971], [-0.765, 2.239, 3.190], [1.731, -5.799, -0.232], [-3.238, 4.999, 3.046], [-1.818, 3.108, 1.090], [3.381, -1.688, -4.696], [3.558, -2.509, 1.190], [0.233, 4.020, -0.867], [0.954, 2.806, 0.160], [-2.923, 5.223, 1.324], [2.167, -0.570, -2.177], [-3.745, -2.182, -0.916], [3.898, -0.085, 3.567], [1.717, 0.663, 1.995], [-4.249, 4.247, 1.860], [1.293, -3.249, 1.377], [1.838, 1.085, 3.749], [-4.011, -0.701, -2.804], [-2.380, -1.358, -2.929], [0.216, -4.999, 0.145], [0.551, 1.482, -1.834], [-1.702, 3.440, 4.120], [-2.229, 3.705, -3.189], [-1.630, -3.417, -2.049], [2.579, 0.299, -3.606], [1.311, -4.348, -1.101], [-3.092, 4.537, -0.715], [2.325, -4.664, 1.701], [-2.690, -4.387, -1.056], [-4.046, 5.000, -2.163], [-2.961, 2.366, 2.082]],
  "forces_ev_per_angstrom": [[0.93, -0.80, 0.43], [-1.01, -1.86, -0.15], [-0.17, -0.08, -0.03], [-0.76, 1.15, -0.15], [0.00, 0.03, -0.02], [-0.18, 0.19, 0.24], [-0.18, 0.16, -0.26], [-0.16, 0.10, -0.18], [-0.31, -0.08, -0.22], [0.09, -0.01, -0.04], [0.44, 0.28, -0.12], [0.15, 0.57, -0.05], [0.28, 0.40, 0.88], [0.15, 0.41, -0.02], [-0.18, 0.18, -0.11], [0.00, -0.51, -0.38], [0.07, -0.21, 0.14], [0.01, -0.14, -0.35], [-0.18, -0.09, 0.00], [0.13, 0.06, 0.31], [0.35, -0.33, -0.08], [0.44, -0.05, -0.11], [-0.03, 0.29, -0.15], [0.14, -0.05, -0.10], [0.10, 0.11, 0.01], [-0.20, 0.23, 0.07], [-0.01, -0.31, -0.29], [-0.92, -0.85, -0.43], [-0.04, 0.26, -0.83], [-0.26, -0.27, -0.37], [-0.06, -0.09, -0.14], [-0.04, 0.09, 0.01], [-0.12, 0.06, 0.02], [0.52, -0.22, 1.63], [0.01, 0.97, 0.11], [-0.17, 0.41, 0.07], [-0.28, 0.22, 0.58], [-0.59, -0.17, 0.65], [0.27, 0.16, 0.83], [-0.66, 0.15, -0.53], [0.35, 0.10, -0.48], [-0.39, 0.30, -0.36], [-0.09, -0.26, -0.14], [0.43, 1.86, 1.56], [-0.23, -0.58, -0.20], [0.07, 0.12, -0.63], [-0.35, -0.49, -0.41], [1.05, -0.02, -0.10], [0.12, -0.12, -0.12], [0.04, -0.03, -0.09], [0.01, -0.04, 0.26], [-0.09, -0.17, 0.20], [0.32, 0.06, -0.41], [0.70, -0.44, 0.30], [-0.10, 0.12, 0.11], [-0.01, -0.30, 0.12], [-0.15, 0.11, 0.29], [0.91, -0.20, -0.14], [-0.07, 0.13, 0.09], [0.24, 0.20, 0.04], [0.09, -0.08, 0.00], [0.09, 0.02, 0.02], [0.07, 0.04, 0.05], [0.27, -0.06, 0.05], [0.02, 0.32, 0.00], [-0.35, -0.18, -0.38], [-0.04, 0.13, -0.03], [0.14, 0.10, -0.26], [0.09, -0.24, -0.18], [0.20, 0.12, 0.24], [-0.29, -0.37, 0.04], [0.29, -0.16, 0.11], [0.25, 0.01, -0.02], [-0.06, 0.01, -0.02], [0.10, -0.18, -0.05], [-0.07, -0.13, 0.12], [-0.24, 0.10, -0.13], [-0.06, -0.08, 0.00], [0.00, 0.14, -0.15], [-0.04, 0.10, 0.02], [0.42, -0.46, -0.59], [-0.03, -0.28, 0.02], [-0.19, -0.16, -0.31], [-0.09, 0.31, 0.10], [-0.58, 0.11, -0.41], [-0.25, 0.03, 0.05], [-0.17, -0.06, 0.15], [-0.06, 0.35, 0.33], [-0.01, -0.16, -0.13], [-0.02, 0.05, 0.11], [0.19, -0.06, 0.50]],
  "mulliken_charge": [1.349, 1.778, -0.354, -0.454, -0.377, -0.492, -0.251, -0.387, -0.384, -0.151, -0.410, -0.630, -0.460, -0.507, -0.381, -0.411, -0.311, -0.322, -0.497, -0.398, -0.559, -0.357, -0.209, -0.345, -0.515, -0.209, -0.362, -0.317, -0.275, -0.475, -0.561, -0.586, -0.550, 0.305, 0.514, -0.056, 0.228, 0.315, 0.491, 0.495, -1.303, -1.443, 0.451, 1.599, 1.072, -0.575, 0.697, 0.128, 0.297, 0.074, -0.006, 0.538, -0.094, 0.188, 0.595, 0.407, -0.399, 0.871, 0.441, -0.566, 0.460, -0.326, 0.468, 0.381, -0.591, 0.155, 0.030, 0.066, -0.336, 0.339, -0.200, 0.235, 0.322, -0.288, 0.355, -0.502, 0.128, 0.019, -0.146, 0.355, -0.521, 0.572, 0.404, -0.386, 0.368, 0.140, -0.094, 0.492, 0.451, 0.354, 0.401],
  "homo_energy_ev": -9.105,
  "spin_multiplicity": 1,
  "max_force_ha_per_bohr": 0.0479,
  "homo_lumo_gap_ev": 10.20,
  "total_energy_ev": -116744.865,
  "total_charge": -1
}